Entry 1:
Computed, not measured: one molecule with the formula C5H7NO, with wB97M-V/def2-TZVPD.

Geometry as XYZ:
```
14
Properties=species:S:1:pos:R:3:mulliken_charge:R:1
C 2.0222 -0.0605 -0.4573 -0.84
N 0.4188 -0.0134 -0.7323 0.13
C -0.0613 1.3380 -0.5314 -0.77
C -1.0425 1.3241 0.3799 -0.26
C -1.2973 -0.0545 0.7880 -0.51
C -0.4407 -0.8219 0.0917 0.40
O -0.2377 -2.1405 -0.0254 -0.46
H 2.1298 -1.1169 -0.1481 0.18
H 2.0767 0.5165 0.4844 0.17
H 0.3535 -0.3069 -1.7062 0.35
H 0.4798 2.1340 -1.0198 0.45
H -1.5423 2.1950 0.7844 0.42
H -2.0224 -0.3872 1.5194 0.39
H -0.8367 -2.6058 0.5727 0.35
```

Computed properties:
Energy relative to the best compared isomer or geometry (same formula, charge and spin): 103.56 kcal/mol
Highest occupied orbital energy: -6.94 eV

Entry 2:
Computed, not measured: C6H11AgClF4N4O8S4 as an isolated structure in a non-equilibrium geometry, with wB97M-V/def2-TZVPD.

Geometry as XYZ:
```
39
Properties=species:S:1:pos:R:3:mulliken_charge:R:1
Ag -10.2414 -37.4553 27.8392 0.69
C -11.0664 -43.4148 24.3931 -1.04
C -11.0836 -42.3585 23.2824 -0.32
N -9.8890 -41.4772 23.3326 0.27
C -8.9566 -41.2225 22.3890 -0.47
C -8.1470 -40.1211 22.6913 -0.30
N -8.5853 -39.7060 23.9300 0.31
C -9.7251 -40.4751 24.2669 -0.42
C -8.0302 -38.6347 24.6637 -0.55
H -10.1569 -44.0125 24.3343 0.32
H -11.9685 -44.0222 24.4668 0.37
H -11.1027 -42.7830 25.2806 0.27
H -12.0644 -41.8871 23.3455 0.23
H -11.0812 -42.8800 22.3253 0.32
H -8.9416 -41.7310 21.4363 0.36
H -7.4048 -39.5757 22.1272 0.46
H -10.3673 -40.3970 25.1317 0.48
H -7.9191 -37.7310 24.0644 0.44
H -7.1430 -38.8020 25.2744 0.32
H -8.8112 -38.3761 25.3786 0.00
Cl -11.4546 -35.8758 29.6382 -0.73
N -11.5516 -38.8996 26.6986 -0.05
S -12.5415 -38.4052 25.3870 1.13
O -13.4109 -37.2590 25.5522 -0.52
O -12.9841 -39.3790 24.4570 -0.58
F -11.2793 -37.7912 24.5701 -0.27
S -12.6569 -39.7357 27.3390 0.80
O -12.6587 -41.1791 26.9112 -0.61
O -13.9739 -39.2290 27.7623 -0.53
F -11.9573 -39.8169 28.7786 -0.30
N -8.4822 -36.3091 26.8826 0.01
S -7.0636 -35.9363 26.9283 0.81
O -6.7374 -34.9197 27.9392 -0.61
O -6.2897 -35.9478 25.7082 -0.58
F -6.6325 -37.2347 27.7782 -0.33
S -8.8804 -34.9993 25.8091 1.03
O -8.7394 -35.1609 24.3474 -0.58
O -8.8101 -33.6345 26.3816 -0.58
F -10.4371 -35.1940 25.9544 -0.25
```

Computed properties:
Total charge: -1
Energy relative to the best compared isomer or geometry (same formula, charge and spin): 36.09 kcal/mol
Highest occupied orbital energy: -5.28 eV

Entry 3:
Computed, not measured: C36H38AsCeClN2OPS4 as an isolated structure in a non-equilibrium geometry, with wB97M-V/def2-TZVPD.

Geometry as XYZ:
```
85
Properties=species:S:1:pos:R:3:mulliken_charge:R:1
Ce 0.9753 -1.1842 -0.2533 0.99
C 1.9783 0.6077 5.0735 -1.26
C 3.1243 0.6153 4.0646 0.61
C 3.6808 -0.8340 3.8702 -1.11
C 2.7426 1.2268 2.7216 -0.28
C 3.5800 1.0465 1.5628 -0.63
C 3.3222 1.7105 0.3638 -0.52
C 2.2456 2.6325 0.2577 0.82
C 2.1172 3.6193 -0.8685 -1.36
C 1.4790 2.8385 1.3614 -0.59
C 1.6459 2.0836 2.5749 -0.22
H 2.2270 -0.1392 5.8005 0.39
H 1.1384 0.3234 4.4872 0.27
H 1.6254 1.5151 5.6661 0.26
H 3.8535 1.2853 4.4136 0.40
H 2.9918 -1.4779 3.2756 0.01
H 4.0276 -1.3132 4.7796 0.49
H 4.5307 -0.7931 3.1584 0.37
H 4.3944 0.3452 1.6810 0.40
H 4.0447 1.5625 -0.4550 0.40
H 2.7130 4.5023 -0.6365 0.46
H 1.0917 3.9248 -0.8667 0.42
H 2.4374 3.2917 -1.8518 0.12
H 0.6678 3.6042 1.3000 0.23
H 1.0548 2.4393 3.3995 0.56
C 3.8567 0.7750 -3.4698 -0.99
C 3.1615 -0.4993 -2.9894 0.37
O 2.6096 -0.5371 -1.8648 -0.08
N 3.0586 -1.5722 -3.7843 -0.13
C 2.4897 -2.8876 -3.3203 -1.13
C 1.0075 -2.9631 -3.3636 1.03
C 0.4913 -4.0530 -4.0009 -0.89
C -0.9228 -4.2210 -4.0468 -0.74
C -1.6933 -3.2358 -3.4806 -1.19
C -1.0555 -2.2094 -2.7830 0.42
N 0.2547 -2.0099 -2.7352 0.35
H 4.2519 0.6170 -4.4804 0.45
H 4.6867 0.9149 -2.7599 0.27
H 3.1912 1.5954 -3.4538 0.08
H 3.5059 -1.5091 -4.7214 0.29
H 2.8735 -3.0309 -2.2745 0.02
H 2.8664 -3.7073 -3.8616 0.60
H 1.0979 -4.7951 -4.5355 0.38
H -1.3003 -5.0875 -4.5422 0.48
H -2.7620 -3.3045 -3.4841 0.53
H -1.6877 -1.5241 -2.2206 0.30
S 0.5157 -3.8311 -0.3053 -0.26
As 1.3318 -3.4230 1.6774 0.22
S 0.1206 -1.5941 2.2189 -0.28
S 3.1127 -2.3732 0.8303 -0.34
S 1.3662 -5.0367 2.9729 -0.39
Cl 0.2553 1.4311 -1.7103 0.37
C -1.4457 1.2717 -2.1977 0.67
C -1.7970 1.8640 -3.4098 -0.94
C -3.0462 1.6371 -3.8915 -0.70
C -3.9947 0.9645 -3.1510 -0.89
C -3.6294 0.5548 -1.8766 -0.44
C -2.3396 0.7313 -1.3333 -0.52
P -1.7194 0.1832 0.2488 1.58
C -3.0199 -0.8794 0.9118 0.50
C -2.9428 -2.2390 0.7009 -0.11
C -3.9073 -3.0824 1.1658 -0.83
C -4.9932 -2.5649 1.8808 -0.67
C -5.0202 -1.2459 2.2138 -0.71
C -4.0827 -0.3626 1.6883 -0.60
C -1.8949 1.6423 1.2751 0.62
C -2.1298 2.8614 0.6134 -0.69
C -2.3731 3.9923 1.3995 -0.87
C -2.2073 3.9033 2.8206 -0.67
C -1.9226 2.6844 3.4438 -0.83
C -1.8379 1.5367 2.6410 0.17
H -1.0875 2.5099 -3.8536 0.62
H -3.2785 2.0726 -4.8262 0.46
H -4.9861 0.7143 -3.5422 0.45
H -4.4297 0.0766 -1.2944 0.40
H -2.0521 -2.5947 0.2522 0.16
H -3.8388 -4.1440 0.9940 0.50
H -5.7760 -3.2278 2.2369 0.39
H -5.7005 -0.8938 2.9649 0.43
H -4.2288 0.6964 1.8918 0.41
H -2.0530 3.0324 -0.4407 0.47
H -2.8594 4.8905 1.0937 0.48
H -2.4071 4.8181 3.3485 0.43
H -1.8894 2.6338 4.5401 0.49
H -1.4828 0.6015 3.0998 0.31
```

Computed properties:
Total charge: +1
Energy relative to the best compared isomer or geometry (same formula, charge and spin): 37.41 kcal/mol
Highest occupied orbital energy (spin up / spin down): -10.39 / -10.36 eV